ORCA calculation (ωB97M-V/def2-TZVPD) on a structure of composition C14H34NO8P3S5Y.

ORCA input file:
```
! wB97M-V def2-TZVPD RIJCOSX def2/J DEFGRID3
* xyz 1 1
Y -0.8188 0.5805 -0.0794
C -0.5997 -0.8223 4.1785
C -0.6988 0.6967 4.0426
S -1.6544 1.3469 2.6640
C -3.3068 0.6527 2.8425
C -3.5267 -0.8219 2.5015
S -2.9229 -1.3254 0.8714
C -2.1516 -2.9163 1.2269
C -1.1989 -2.9758 2.4279
S -0.0701 -1.5754 2.6255
H -1.5479 -1.2421 4.5079
H 0.1353 -1.0469 4.9522
H 0.2897 1.1332 3.8859
H -1.1053 1.1351 4.9550
H -3.9180 1.2763 2.1899
H -3.6434 0.8375 3.8645
H -4.5998 -1.0130 2.5282
H -3.0693 -1.4715 3.2384
H -1.6151 -3.1572 0.3090
H -2.9313 -3.6691 1.3494
H -0.5905 -3.8732 2.3192
H -1.7500 -3.0937 3.3598
N -1.5175 3.2062 -3.5448
C -2.4401 2.1344 -2.9489
C -3.7382 2.0517 -3.7363
P -1.3627 0.6178 -3.1214
O -2.1472 -0.5136 -2.2854
O -1.2027 0.3416 -4.5543
O -0.2189 0.9548 -2.1951
P -2.6033 2.6055 -1.1756
O -3.6937 3.7568 -1.2847
O -3.0289 1.4072 -0.3685
O -1.2434 3.0810 -0.7544
H -1.0506 2.8496 -4.3861
H -0.8134 3.4424 -2.8295
H -2.0435 4.0460 -3.7924
H -3.5554 1.6911 -4.7489
H -4.2488 3.0158 -3.7705
H -4.4099 1.3514 -3.2392
H -2.6216 -1.1686 -2.8118
H -3.9000 4.2056 -0.4544
C 5.3040 -1.3497 1.2105
C 3.9210 -1.9033 1.4823
C 3.7858 -2.4640 2.8781
O 2.9011 -0.8582 1.3945
P 2.2200 -0.3094 0.0874
S 1.5507 1.5236 0.5637
S 0.7797 -1.5566 -0.5566
O 3.4202 -0.2875 -0.9215
C 3.5505 0.1080 -2.3342
C 2.7644 -0.7976 -3.2535
C 3.2294 1.5754 -2.5096
H 6.0437 -2.1242 1.4197
H 5.5047 -0.5012 1.8683
H 5.4236 -1.0284 0.1809
H 3.6518 -2.6678 0.7474
H 3.9354 -1.6694 3.6123
H 4.5407 -3.2335 3.0450
H 2.7981 -2.9001 3.0255
H 4.6156 -0.0521 -2.4946
H 1.6980 -0.5816 -3.2184
H 2.9198 -1.8473 -3.0073
H 3.1168 -0.6301 -4.2735
H 2.1674 1.7651 -2.3552
H 3.4889 1.8644 -3.5304
H 3.8027 2.1935 -1.8194
*
```

Values from the calculation:
E_LUMO: -2.2 eV

ORCA calculation (ωB97M-V/def2-TZVPD) on a cluster of 5 separate species, C14H35FN5O4 in total.

ORCA input file:
```
! wB97M-V def2-TZVPD RIJCOSX def2/J DEFGRID3
* xyz 1 1
N 0.8872 4.8212 0.0236
C -0.3135 5.7595 0.0809
C -1.5629 4.8067 0.0392
F -2.1395 4.8428 1.3100
H 0.8101 4.2305 -0.8165
H 1.7744 5.3249 0.0795
H 0.7614 4.1795 0.8160
H -0.2647 6.3093 1.0460
H -0.3081 6.4832 -0.7587
H -2.3167 5.1419 -0.7022
H -1.2487 3.7413 -0.1503
C -1.1573 1.2185 -2.2402
O -0.8408 2.3300 -1.8334
N -0.8647 0.0651 -1.6195
C -1.2649 -1.2231 -2.1537
C -0.1216 0.1121 -0.3710
H -1.7223 1.0803 -3.1732
H -1.9048 -1.7294 -1.4281
H -0.3724 -1.8267 -2.3330
H -1.8115 -1.1047 -3.0888
H -0.6866 0.6988 0.3594
H 0.8395 0.5972 -0.5447
H 0.0411 -0.8918 0.0129
C 3.4910 -0.9980 -1.5331
O 2.8480 -0.1189 -0.9863
N 3.3977 -1.3286 -2.8383
C 4.1938 -2.3910 -3.4219
C 2.4706 -0.5977 -3.6806
H 4.2203 -1.6111 -0.9832
H 4.8124 -1.9804 -4.2230
H 3.5300 -3.1547 -3.8317
H 4.8390 -2.8465 -2.6725
H 2.7327 0.4625 -3.6739
H 1.4585 -0.7075 -3.2855
H 2.5076 -0.9767 -4.6997
C -2.5579 1.2445 3.5449
O -3.0262 0.1315 3.6401
N -1.7088 1.8120 4.4374
C -1.1874 3.1496 4.2533
C -1.3130 1.0517 5.6103
H -2.7941 1.9044 2.6934
H -0.0953 3.1049 4.2005
H -1.4830 3.7742 5.0992
H -1.5718 3.5910 3.3342
H -0.8208 0.1297 5.2955
H -2.2003 0.7902 6.1890
H -0.6336 1.6362 6.2276
C 0.2433 -5.0008 -1.3391
O 0.9802 -4.0696 -1.6049
N -0.5299 -5.0908 -0.2324
C -1.3854 -6.2354 0.0180
C -0.5008 -4.0079 0.7334
H 0.1480 -5.8733 -2.0038
H -2.4227 -5.9022 0.0922
H -1.0902 -6.7086 0.9568
H -1.3029 -6.9632 -0.7878
H -0.8085 -3.0804 0.2472
H 0.5173 -3.8824 1.1071
H -1.1703 -4.2238 1.5634
*
```

Values from the calculation:
E_LUMO: -3.2 eV

ORCA calculation (ωB97M-V/def2-TZVPD) on a structure of composition C14H35LiN3O6.

ORCA input file:
```
! wB97M-V def2-TZVPD RIJCOSX def2/J DEFGRID3
* xyz 1 1
Li -16.2185 -22.0922 -20.6173
C -17.5611 -21.9341 -16.5543
C -17.0283 -21.7509 -17.9578
O -16.2176 -22.8167 -18.4328
O -18.6366 -22.8804 -16.4785
H -18.0105 -21.0055 -16.2074
H -16.7488 -22.1976 -15.8667
H -16.4344 -20.8301 -17.9822
H -17.8855 -21.5636 -18.6179
H -16.4368 -23.6103 -17.9353
H -18.3297 -23.7583 -16.7232
C -18.4716 -22.6176 -22.4069
C -19.5393 -23.5939 -22.8528
O -19.1089 -24.9305 -22.6704
O -18.1145 -22.7283 -21.0367
H -18.8107 -21.6008 -22.6644
H -17.5751 -22.7282 -23.0200
H -19.6782 -23.4225 -23.9269
H -20.4923 -23.3631 -22.3670
H -19.7287 -25.4072 -22.1140
H -18.8845 -22.4846 -20.5125
C -16.8701 -19.0763 -21.3673
O -16.5086 -20.2366 -21.1694
N -16.9672 -18.5692 -22.6332
N -17.2609 -18.2309 -20.3703
H -16.8407 -19.1335 -23.4539
H -17.5395 -17.7552 -22.7954
H -17.0600 -18.4320 -19.4084
H -17.3273 -17.2567 -20.6194
C -13.5962 -21.0923 -20.1214
C -13.1587 -22.4863 -20.5826
C -12.4877 -23.1839 -19.3902
C -12.3998 -24.7074 -19.5136
C -13.7622 -25.2657 -19.8187
C -14.4025 -24.7330 -21.0963
N -14.3142 -23.2576 -21.0431
O -14.9556 -22.6888 -22.1788
C -13.6805 -25.2923 -22.3332
C -15.8537 -25.1711 -21.1333
C -12.0956 -22.3101 -21.6918
H -12.7252 -20.5432 -19.7830
H -14.3873 -21.1736 -19.3744
H -14.0568 -20.5765 -20.9706
H -11.4648 -22.8045 -19.3366
H -12.9986 -22.9289 -18.4593
H -11.9684 -25.1071 -18.5966
H -11.6938 -24.9736 -20.3103
H -14.4412 -24.9761 -18.9964
H -13.8153 -26.3557 -19.7546
H -14.2348 -25.1344 -23.2605
H -12.6636 -24.9109 -22.4301
H -13.5664 -26.3780 -22.2592
H -16.4242 -24.6442 -21.8996
H -15.9369 -26.2410 -21.3072
H -16.3797 -24.9153 -20.2065
H -12.5459 -21.9445 -22.6202
H -11.5216 -23.2166 -21.8533
H -11.4333 -21.4929 -21.4009
H -14.2868 -22.7008 -22.8804
*
```

Values from the calculation:
E_LUMO: -2.3 eV

ORCA calculation (ωB97M-V/def2-TZVPD) on a cluster of 2 separate species, C14H35N4O5P2 in total.

ORCA input file:
```
! wB97M-V def2-TZVPD RIJCOSX def2/J DEFGRID3
* xyz -1 1
C 0.7621 -5.1150 0.7824
C -0.6660 -4.8982 0.2533
O -0.9371 -3.5209 0.2541
C -1.9983 -3.1806 -0.7001
C -1.3860 -2.9971 -2.1011
C 0.0818 -2.5756 -2.1186
C 0.7027 -2.4200 -3.5157
C -0.1489 -1.6808 -4.5509
O -0.3639 -2.4982 -5.7367
C -1.4691 -3.2749 -5.6514
O -2.5752 -2.8547 -5.8034
P -2.7805 -1.6868 -0.0528
N -2.6582 -0.4824 -1.3361
O -1.7287 -1.0951 1.1470
H 0.7836 -5.7708 1.6508
H 1.4328 -5.4567 -0.0051
H 1.1287 -4.1431 1.1160
H -1.3629 -5.3953 0.9419
H -0.7947 -5.3454 -0.7356
H -1.4661 -3.9734 -2.6141
H -2.0320 -2.3157 -2.6490
H 0.6661 -3.3289 -1.5917
H 0.1932 -1.6516 -1.5414
H 1.6411 -1.8731 -3.3965
H 0.9691 -3.4025 -3.9063
H 0.3931 -0.8116 -4.9181
H -1.1011 -1.3311 -4.1597
H -1.2655 -4.3370 -5.4748
H -1.7023 -0.1234 -1.3664
H -3.2277 0.3041 -1.0432
H -0.8455 -1.0617 0.7476
O 1.2717 1.0020 1.0898
P 0.6882 2.2404 1.6773
N 1.6398 3.4656 0.9132
C 2.4802 4.4933 1.4712
C 1.5175 3.5158 -0.5320
N 1.0120 1.9704 3.3334
C 1.5290 2.9869 4.2222
C 1.5865 0.6710 3.6765
N -0.6782 3.2299 2.0595
C -1.9423 2.4994 1.7770
C -0.7890 4.6215 1.6561
H 2.1621 5.4947 1.1436
H 3.5249 4.3634 1.1599
H 2.4644 4.5056 2.5561
H 0.5443 3.9171 -0.8565
H 1.6249 2.5196 -0.9676
H 2.2967 4.1448 -0.9620
H 2.6005 3.1680 4.0653
H 1.4022 2.6694 5.2605
H 0.9826 3.9268 4.1227
H 2.6545 0.6049 3.4315
H 1.0679 -0.1337 3.1675
H 1.4672 0.5006 4.7491
H -2.1104 2.3671 0.7044
H -2.7962 3.0284 2.2008
H -1.9116 1.5073 2.2351
H -0.6845 4.7953 0.5799
H -0.0716 5.2424 2.1926
H -1.7773 4.9796 1.9485
*
```

Values from the calculation:
E_LUMO: 2.4 eV

Orbital gap (eV)
8.79 8.05 9.29 4.24